Formula: C31H34MgN8O5
Source: OMol25
Level of theory: wB97M-V/def2-TZVPD

Structure (XYZ):
```
79
Properties=species:S:1:pos:R:3:forces:R:3:mulliken_charge:R:1
Mg 1.070371 0.206172 -0.125214 -0.741 -0.343 -0.105 1.151
C 3.794928 5.134090 2.633219 0.417 -0.141 0.031 -0.587
O 2.797477 6.141047 2.530815 -0.543 0.073 -0.056 -0.551
C 1.579543 5.863913 3.106375 0.052 -0.083 0.126 0.610
C 1.060516 6.772385 4.017716 0.073 -0.064 -0.095 -0.580
C -0.158618 6.538304 4.629850 0.015 -0.003 0.044 -0.474
C -0.869991 5.388882 4.332252 -0.023 -0.024 0.050 -1.105
C -0.380463 4.493896 3.398125 0.012 0.026 -0.063 -0.004
C 0.839301 4.720864 2.766764 0.001 0.315 0.341 -0.182
N 1.333486 3.896315 1.751264 0.156 -0.085 -0.474 0.444
C 0.982723 2.581048 1.501548 0.153 0.795 0.666 -0.304
N 0.811180 1.816398 2.579344 0.261 0.626 0.502 0.066
C 0.322998 0.505083 2.703725 -0.564 -0.733 0.265 0.170
C 0.145342 -0.347182 1.620835 -0.146 0.069 0.465 -0.257
C -0.396698 -1.596734 1.919110 -0.081 -0.031 0.221 -0.921
C -0.754963 -1.965695 3.204019 -0.130 -0.197 -0.052 -1.125
C -0.537783 -1.106128 4.272293 0.107 0.220 0.220 -0.546
C 0.020721 0.134143 4.026646 0.030 0.238 -0.072 0.964
O 0.370736 1.061432 5.004792 0.111 -0.336 -0.493 -0.428
C -0.471584 1.217658 6.118498 -0.181 0.087 0.227 -0.909
N 0.890312 2.143972 0.294988 -0.183 -0.193 0.034 0.255
C 1.218137 2.928809 -0.795958 0.222 0.644 -0.430 -0.593
C 0.326364 3.764721 -1.448544 0.124 -0.035 0.005 0.063
C 0.719232 4.455124 -2.587395 -0.033 0.105 -0.083 -1.011
C 2.002695 4.309656 -3.075774 0.023 -0.038 0.000 -0.904
C 2.910235 3.475770 -2.430400 0.236 -0.107 -0.025 -0.257
C 2.526095 2.785444 -1.293360 -0.106 0.238 0.062 0.137
O 3.307713 1.948592 -0.552729 -0.471 0.209 -0.211 -0.008
C 4.697189 1.985032 -0.765735 0.590 0.007 -0.093 -1.183
H 4.729697 5.644152 2.873175 -0.056 -0.069 -0.016 0.344
H 3.917413 4.597186 1.688093 -0.025 0.026 0.100 0.082
H 3.566962 4.415950 3.423777 -0.017 0.038 -0.043 0.286
H 1.639050 7.653425 4.249109 0.089 0.069 0.002 0.451
H -0.542476 7.241332 5.353293 -0.019 0.080 0.041 0.387
H -1.814840 5.191892 4.818544 -0.048 -0.011 -0.008 0.419
H -0.957433 3.621629 3.131301 -0.066 -0.094 -0.023 0.456
H 1.689161 4.396244 0.945675 -0.071 -0.115 0.072 0.543
H 0.950827 2.258870 3.479586 0.049 0.064 -0.144 0.474
H -0.526560 -2.310447 1.115518 -0.082 -0.140 -0.048 0.437
H -1.201174 -2.933488 3.392831 0.024 -0.079 0.029 0.405
H -0.778290 -1.418693 5.278836 -0.015 0.031 0.037 0.233
H -0.641716 0.281062 6.654447 0.040 0.028 -0.030 0.345
H -1.439181 1.644588 5.823313 0.080 -0.082 0.040 0.346
H 0.051318 1.911830 6.776225 -0.153 -0.032 0.047 0.243
H -0.673707 3.872908 -1.054254 -0.104 -0.039 0.072 0.539
H 0.025624 5.117374 -3.084313 -0.072 0.055 -0.031 0.538
H 2.316117 4.849425 -3.958487 0.008 0.010 -0.031 0.433
H 3.907727 3.364080 -2.826747 0.105 0.004 -0.006 0.504
H 5.153622 1.453641 0.068470 -0.040 0.043 -0.106 0.231
H 5.056578 3.018064 -0.777149 0.011 -0.011 0.022 0.449
H 4.980087 1.503559 -1.705912 -0.047 -0.026 -0.006 0.291
C 1.135209 0.464811 -3.983328 0.190 -0.160 0.277 -0.963
N -0.201330 0.986224 -3.788442 0.051 -0.102 0.091 0.363
C -0.909305 1.489089 -4.944989 -0.325 0.238 -0.140 -0.727
C -2.034352 2.402035 -4.478366 -0.012 -0.284 -0.057 -0.410
C -2.889473 1.631133 -3.481861 0.057 0.210 -0.341 -0.738
N -2.049256 1.204164 -2.386660 0.131 0.041 0.116 0.356
C -2.674221 0.985924 -1.104100 0.061 -0.152 0.304 -0.808
C -0.752698 0.845337 -2.560095 -0.356 0.460 -0.621 0.326
O -0.075132 0.419509 -1.618728 -0.300 -0.240 -0.620 -0.645
H 1.396277 0.570291 -5.032231 0.026 -0.033 -0.024 0.407
H 1.180756 -0.586066 -3.690525 0.117 0.043 -0.066 0.342
H 1.848618 1.024407 -3.377650 0.095 -0.044 -0.063 0.148
H -1.297467 0.651461 -5.544136 -0.006 0.158 0.017 0.283
H -0.203386 2.045670 -5.571302 -0.073 -0.081 0.123 0.488
H -2.633275 2.750703 -5.318779 0.016 -0.044 -0.027 0.398
H -1.591704 3.266588 -3.977707 -0.077 0.013 -0.031 0.055
H -3.373310 0.771312 -3.965988 0.004 0.081 0.009 0.258
H -3.679823 2.269303 -3.077125 0.083 -0.076 -0.010 0.412
H -3.415838 1.765848 -0.934466 0.008 0.017 0.034 0.335
H -1.914773 1.023613 -0.324165 -0.135 -0.058 0.041 0.100
H -3.171007 0.012219 -1.069810 -0.017 0.016 0.097 0.274
O 2.018600 -1.413270 -0.790242 0.459 -0.397 -0.104 -0.779
N 2.725775 -0.860103 0.127880 1.349 -0.767 0.114 0.557
C 3.847865 -1.397266 0.531212 -0.376 0.099 -0.201 0.710
C 4.426825 -2.600609 0.058115 -0.274 -0.479 -0.525 -0.057
N 4.917963 -3.566798 -0.320464 0.094 -0.152 -0.047 -0.514
C 4.618768 -0.695909 1.480563 0.235 0.692 0.608 0.067
N 5.287550 -0.105953 2.207276 0.001 0.015 0.068 -0.605
```
Positions in Å, forces in eV/Å.

Calculated total energy   -2216.042105 hartree
Gap between HOMO and LUMO   7.88 eV